# 1
Below is a gas-phase ion, C4H9N2O2 (charge -1), with properties calculated with ωB97M-V/def2-TZVPD.

Last column: Löwdin charge in e.
Cartesian coordinates (Å):
C  2.2288  0.2456  -0.2710  -0.183
N  1.2261  1.2919  -0.1548  -0.140
C  -0.2034  0.9855  -0.0702  -0.167
C  -0.6268  -0.5621  -0.6247  -0.193
N  -1.0163  -1.3081  0.5588  -0.020
C  -2.4225  -1.0505  1.0132  -0.827
O  -2.5078  -1.0419  2.1960  -0.025
O  -3.1075  -0.5923  0.0581  -0.104
H  3.1295  0.6409  0.2306  0.069
H  2.4581  -0.1654  -1.2280  0.052
H  2.0295  -0.6397  0.3329  0.071
H  1.4801  1.9691  -0.9031  0.101
H  -0.6256  1.1629  0.8478  0.067
H  -0.8005  1.5440  -0.7520  0.080
H  0.2843  -0.8301  -0.9811  0.016
H  -1.2015  -0.5517  -1.5604  0.104
H  -0.3245  -1.0982  1.3078  0.099

Highest occupied orbital energy   -3.762 eV
Energy above the lowest of the compared OMol25 structures with the same formula, charge and spin   53.3 kcal/mol
Total charge   -1
Kohn-Sham gap   0.2693 hartree

***

# 2
Below is 2 unconnected molecules or ions with the total composition C4H9N2O2, with properties calculated with ωB97M-V/def2-TZVPD.

Last column: Löwdin charge in e.
Cartesian coordinates (Å):
C  -1.2602  0.4322  -1.6116  -0.110
C  -0.0165  0.9701  -0.8546  -0.329
C  1.5743  2.5816  -1.0869  -0.103
N  0.3900  2.2334  -1.4392  -0.054
H  -1.5729  -0.4276  -1.0375  0.033
H  -2.0538  1.1905  -1.5927  0.058
H  -1.0528  0.1597  -2.6748  0.063
H  0.8608  0.2840  -0.8798  0.094
H  -0.3120  1.1235  0.1972  0.105
H  2.1918  1.9696  -0.4219  0.071
H  1.9543  3.5744  -1.4105  0.049
N  -0.1760  -2.6498  1.8495  0.050
C  -0.1355  -1.3559  1.2107  -0.795
O  1.0220  -1.0650  0.8211  -0.109
O  -1.2620  -0.7328  1.1404  -0.136
H  -1.1150  -3.0563  1.8172  0.052
H  0.5492  -3.2892  1.4923  0.060

Highest occupied orbital energy   -4.451 eV
Energy above the lowest of the compared OMol25 structures with the same formula, charge and spin   23.3 kcal/mol
Total charge   -1
Kohn-Sham gap   0.3121 hartree

***

# 3
Below is 2 unconnected molecules or ions with the total composition C4H9N2O2, with properties calculated with ωB97M-V/def2-TZVPD.

Last column: Löwdin charge in e.
Cartesian coordinates (Å):
C  -1.4401  -0.0242  -0.8749  -0.341
N  -0.6294  0.2404  -2.0294  0.076
C  5.7654  -3.2305  -0.1541  -0.682
O  5.8194  -4.4953  -0.3089  -0.193
O  6.6891  -2.3882  0.1088  -0.198
C  -1.1408  0.8404  0.3887  -0.273
N  -2.2235  0.8086  1.3658  0.019
C  -2.9717  2.0335  1.1586  -0.188
H  -2.4370  0.3309  -1.1025  0.082
H  -1.6843  -1.0782  -0.6423  0.126
H  0.3466  0.0243  -1.9268  0.018
H  4.7108  -2.7719  -0.1648  0.074
H  -0.1652  0.6350  0.8999  0.135
H  -1.1317  1.8516  -0.1348  0.110
H  -3.9598  1.9516  1.5739  0.055
H  -3.0638  2.3966  0.1286  0.079
H  -2.4841  2.8753  1.7142  0.102

Highest occupied orbital energy   -3.743 eV
Energy above the lowest of the compared OMol25 structures with the same formula, charge and spin   165.8 kcal/mol
Total charge   -1
Kohn-Sham gap   0.0976 hartree

***

# 4
Below is a molecular structure, C4H9N2O2, with properties calculated with ωB97M-V/def2-TZVPD.

Last column: Löwdin charge in e.
Cartesian coordinates (Å):
C  0.5727  -0.1740  -0.5464  -0.459
C  1.3327  -0.0757  -1.8508  0.046
C  -3.4984  0.4307  0.7546  0.020
C  2.6004  -0.2175  0.8763  0.006
N  -1.2676  -0.4853  0.9965  0.273
N  -2.3317  -0.1938  1.2057  0.033
O  -0.6400  -0.0767  -0.5906  0.066
O  1.1577  -0.2329  0.6439  -0.037
H  0.8170  -0.5945  -2.6728  0.103
H  1.5016  1.0666  -2.2456  0.175
H  2.3421  -0.4403  -1.5616  0.071
H  -3.8134  1.0781  1.5470  0.106
H  -4.3590  -0.3638  0.7900  0.168
H  -3.1989  0.7806  -0.1979  0.093
H  2.9900  0.7312  0.6693  0.072
H  3.2475  -0.8279  0.1719  0.118
H  2.5472  -0.4049  2.0105  0.144

Highest occupied orbital energy   -14.431 eV
Energy above the lowest of the compared OMol25 structures with the same formula, charge and spin   96.7 kcal/mol
Total charge   +1
Kohn-Sham gap   0.3937 hartree

***

# 5
Below is a gas-phase ion, C4H9N2O2 (charge +1), with properties calculated with ωB97M-V/def2-TZVPD.

Last column: Löwdin spin population.
Cartesian coordinates (Å):
C  -0.3542  1.1433  0.6632  0.720
C  -1.3097  0.3696  -0.0935  0.649
C  0.1775  -1.5438  0.2590  0.046
C  1.0161  0.8050  0.3489  0.072
N  1.2753  -0.6141  0.5226  0.027
N  -0.8353  -0.8100  -0.7416  0.069
O  -2.6647  0.4686  0.0612  0.239
O  1.2381  1.1632  -0.9919  0.105
H  -0.6354  2.0681  1.1661  0.035
H  0.5457  -2.5613  -0.0957  0.004
H  -0.4331  -1.4692  1.0973  0.004
H  1.6110  1.4489  1.0138  0.004
H  2.1824  -0.9557  0.0424  0.003
H  -1.5334  -1.5995  -1.0550  0.000
H  -0.3708  -0.3930  -1.5169  0.019
H  -2.9043  1.3885  0.2996  0.003
H  1.7992  1.9577  -0.9222  0.002

Highest occupied orbital energy (spin up / spin down)   -10.583 / -14.105 eV
Energy above the lowest of the compared OMol25 structures with the same formula, charge and spin   16.5 kcal/mol
Total charge   +1
Multiplicity   3
Kohn-Sham gap (spin up / spin down)   0.2717 / 0.2954 hartree

***

# 6
Below is 2 unconnected molecules or ions with the total composition C4H9N2OS, with properties calculated with ωB97M-V/def2-TZVPD.

Last column: Löwdin charge in e.
Cartesian coordinates (Å):
C  -0.7285  0.7664  0.2287  -0.355
C  0.3161  -1.0206  0.3664  -0.203
C  0.1628  -0.7582  -0.9596  -0.073
C  1.2122  -0.0356  -1.6815  -0.041
N  -0.4838  1.7289  0.9623  -0.287
N  -0.4270  -1.8924  1.0371  0.140
O  -1.9308  0.5529  -0.2110  0.141
S  0.8509  2.2345  1.8185  0.864
H  1.1393  -0.7767  0.9560  0.138
H  -0.5892  -1.1013  -1.5698  0.125
H  1.5870  -0.7612  -2.4738  0.129
H  2.0702  -0.0353  -0.9822  0.106
H  0.9519  0.8124  -2.3237  0.113
H  -1.3251  -2.3798  0.8325  0.162
H  -2.5783  1.1663  -0.0774  0.098
H  -0.5439  -1.8129  2.0430  0.134
H  0.3162  3.3126  2.0346  -0.192

Highest occupied orbital energy   -12.920 eV
Energy above the lowest of the compared OMol25 structures with the same formula, charge and spin   116.6 kcal/mol
Total charge   +1
Kohn-Sham gap   0.3121 hartree

***

In eV/Å, the max |F| values for the records above are, in order, 5.880 2.388 4.957 3.373 4.356 5.590.